Here is 3 unconnected molecules or ions with the total composition CH8N5 at a distorted geometry from OMol25. Energies are from ωB97M-V/def2-TZVPD.

* ΔE to the lowest compared entry with this formula, charge and spin: 164.7 kcal per mole
* largest force on an atom: 0.115 Eh/bohr
* total charge: +1
* total energy: -8604.3408 eV
* molar mass: 90.110 g mol⁻¹
* LUMO (alpha / beta): -5.080 / -5.073 eV

Cartesian coordinates (Å):
C (0.377138, -0.109599, -0.697256)
N (1.541210, -0.119371, -0.499868)
N (2.748969, -0.089098, -0.428999)
N (-0.271781, -1.923387, 0.052468)
N (3.383592, 0.346694, 0.555407)
N (-1.864892, 0.951874, 0.193247)
H (-0.551615, 0.565353, -0.275825)
H (0.187076, -2.607369, -0.535919)
H (-1.200892, -1.700200, -0.137662)
H (2.909908, 0.507780, 1.453634)
H (4.401344, 0.241764, 0.528457)
H (-2.574194, 0.271505, -0.186009)
H (-2.367305, 1.835444, 0.444096)
H (-1.728950, 0.622678, 1.180019)

Cartesian forces (eV/Å) of the 2 atoms listed first:
C -4.019 -3.749 2.192
N 3.289 0.552 0.896